[1]
Here is a structure of composition C30H44HgN4OP2Si at a distorted geometry from the OMol25 dataset. Energies are from ωB97M-V/def2-TZVPD.

Its calculated total energy is -2589.29273 a.u. The total charge is 0. The HOMO energy comes out at -0.2704 Ha.

The geometry in XYZ format:
```
83
Properties=species:S:1:pos:R:3:forces:R:3
Hg -1.4453 -0.5003 -0.7202 -2.466 -0.581 0.362
C 5.2031 -1.3255 -0.8731 0.353 -0.516 0.320
C 4.9153 -0.9457 0.3741 1.084 -0.561 -0.418
C 5.2150 0.4107 0.9086 -0.013 0.733 0.220
C 4.9494 1.6059 -0.0590 0.481 0.537 0.302
C 3.7641 1.5361 -0.9765 -0.056 0.289 -0.651
C 3.7394 0.8989 -2.1593 0.399 0.870 0.323
C 5.0245 0.4227 -2.7833 0.153 -0.503 -0.369
C 5.9052 -0.5078 -1.9091 0.290 0.237 -0.393
C -3.1696 -0.0476 -1.9009 0.270 -0.560 -0.582
H 5.0879 -2.3616 -1.1924 -0.169 0.263 0.361
H 4.6672 -1.6850 1.1399 -0.187 0.079 -0.495
H 6.2872 0.4610 1.1960 -0.492 -0.026 -0.026
H 4.6518 0.5614 1.8452 0.115 0.010 -0.271
H 4.7953 2.5088 0.5635 0.368 -0.382 -0.225
H 5.8656 1.7686 -0.6476 -0.291 0.124 0.179
H 3.0006 2.2648 -0.6975 -0.190 -0.697 -0.274
H 2.8591 0.8673 -2.8064 0.068 0.316 0.329
H 5.6461 1.3050 -3.0375 -0.392 -0.260 0.091
H 4.8233 -0.0685 -3.7448 -0.098 0.062 0.274
H 6.4196 -1.2129 -2.5848 -0.045 0.363 0.297
H 6.6731 0.1162 -1.4381 -0.012 -0.300 -0.033
H -3.7039 -0.9974 -2.0126 -0.034 0.571 -0.130
H -2.8214 0.3780 -2.8524 -0.577 -0.052 0.209
H -3.7257 0.6667 -1.2687 0.267 -0.422 -0.324
P -0.4002 1.7583 -0.4886 -0.545 0.277 -0.777
P -0.1861 -0.9462 1.4259 -0.568 -2.020 -0.028
N -0.0160 2.3436 -2.0674 0.672 0.335 -0.183
N -1.3273 3.0094 0.1936 -0.613 0.607 0.372
N 0.7858 -2.0777 0.5403 0.915 0.227 -0.233
N -0.4505 -1.8883 2.8188 -0.398 -0.009 0.844
C 0.9938 1.5086 0.6206 0.886 0.541 0.393
C 0.8215 0.5277 1.8208 0.206 0.215 0.340
C -0.2126 1.5501 -3.2149 0.335 0.570 -0.237
C 0.1987 2.2609 -4.3275 -0.139 -0.346 1.136
C 0.6775 3.5308 -3.8690 -0.211 -0.188 0.988
C 0.5304 3.5652 -2.4920 0.087 -0.369 -0.657
C -2.5929 3.3646 -0.3194 0.321 0.298 0.526
C -3.1087 4.3795 0.4563 0.485 -0.450 -0.308
C -2.1629 4.6644 1.4983 0.622 -0.992 -0.605
C -1.0919 3.8020 1.3271 -0.677 0.470 -0.313
C 0.3258 -2.8387 -0.5494 0.764 0.552 -0.383
C 1.4328 -3.3238 -1.2301 -0.437 0.225 1.219
C 2.5811 -2.9853 -0.4549 -0.503 0.498 0.543
C 2.1647 -2.1858 0.5960 -0.462 -0.519 -0.585
C 0.4708 -2.4104 3.7471 -0.872 0.014 0.740
C -0.2448 -3.0577 4.7508 0.210 0.744 -1.347
C -1.6436 -2.9765 4.4126 0.577 0.529 -0.768
C -1.7437 -2.2761 3.2261 0.271 -0.022 0.671
H 1.3127 2.4982 0.9819 0.371 -0.406 0.114
H 1.8048 1.1000 0.0041 -0.398 0.147 -0.017
H 1.8168 0.2328 2.1967 -0.296 0.263 -0.167
H 0.3164 1.0516 2.6530 -0.016 -0.446 -0.261
H -0.6475 0.5668 -3.1014 0.103 0.173 -0.188
H 0.1652 1.9170 -5.3519 -0.042 0.004 0.171
H 1.0818 4.3146 -4.4985 -0.116 -0.064 0.242
H 0.7565 4.3363 -1.7683 -0.038 -0.062 -0.132
H -2.9833 2.8422 -1.1876 0.070 0.212 0.224
H -4.0567 4.8828 0.2958 0.230 -0.215 0.034
H -2.2693 5.4136 2.2652 0.068 -0.086 0.050
H -0.1834 3.6782 1.8938 -0.088 0.114 0.026
H -0.7349 -3.0037 -0.6924 0.081 0.050 -0.051
H 1.4429 -3.8571 -2.1622 -0.178 -0.318 0.057
H 3.5874 -3.3224 -0.6232 -0.123 0.093 -0.083
H 2.6976 -1.6452 1.3663 -0.069 -0.281 -0.236
H 1.5267 -2.2218 3.6210 -0.071 -0.128 0.089
H 0.1742 -3.5339 5.6225 0.082 -0.020 -0.080
H -2.4658 -3.3839 4.9913 0.170 0.083 -0.271
H -2.5809 -2.0011 2.5907 -0.091 -0.038 -0.082
C -6.2005 -0.1920 0.7985 0.421 0.144 0.201
Si -5.0739 -1.7495 0.7408 -0.918 0.032 0.148
C -5.7245 -2.7536 2.2319 -0.061 -0.092 -0.160
C -5.8134 -2.5244 -0.8353 0.213 -0.441 -0.228
O -3.4955 -1.5600 0.7316 0.393 0.316 0.050
H -7.2756 -0.4274 0.8294 0.320 -0.131 0.012
H -6.0349 0.4166 -0.0985 0.004 0.052 0.087
H -5.9686 0.4209 1.6787 -0.070 0.062 -0.115
H -6.7930 -2.9148 2.0305 0.100 -0.057 0.174
H -5.2576 -3.7393 2.3598 -0.024 0.159 -0.093
H -5.6484 -2.2239 3.1931 0.051 -0.005 -0.262
H -5.7306 -1.8201 -1.6782 0.039 -0.162 0.199
H -5.2888 -3.4512 -1.1200 -0.149 0.197 -0.014
H -6.8845 -2.7644 -0.7434 0.276 0.069 0.135
```
Positions in Å, forces in eV/Å.


[2]
Here is a structure of composition C30H44N8O3Pt at a distorted geometry from the OMol25 dataset. Energies are from ωB97M-V/def2-TZVPD.

Its calculated total energy is -1952.33556 a.u. Its energy above the lowest of the compared OMol25 structures with the same formula, charge and spin is 0.2294 eV. The total charge is +2. The HOMO energy comes out at -0.4921 Ha.

The geometry in XYZ format:
```
86
Properties=species:S:1:pos:R:3:forces:R:3
Pt -0.2474 -0.6890 1.3239 -0.950 0.381 0.181
C 1.3571 -4.1624 -4.3552 -0.002 -0.025 -0.012
C 0.5902 -2.8520 -4.5965 -0.014 0.032 0.018
C 1.4252 -1.9418 -5.4984 0.024 -0.002 -0.010
C -0.7413 -3.1566 -5.2951 -0.009 -0.003 -0.038
C 0.3325 -2.2194 -3.2382 0.059 0.045 -0.003
C -0.6242 -2.7384 -2.3678 -0.052 -0.039 -0.010
C -0.7795 -2.1922 -1.1196 -0.093 0.073 0.117
N -0.0589 -1.1515 -0.6625 0.445 0.061 -0.261
C 0.8421 -0.5874 -1.5053 -0.119 0.022 0.158
C 1.0462 -1.1246 -2.7709 -0.044 -0.012 -0.025
C 1.6114 0.6358 -1.1058 -0.194 -0.070 0.176
C 2.0660 1.5104 -2.0873 0.030 0.019 0.003
C 2.7731 2.6554 -1.7359 -0.028 -0.005 -0.010
C 2.9779 2.8602 -0.3733 -0.015 0.053 -0.067
C 2.4825 1.9481 0.5354 -0.003 -0.105 0.095
N 1.8104 0.8502 0.1937 0.073 -0.156 -0.026
C 3.2651 3.6688 -2.7609 -0.018 -0.035 0.023
C 2.4063 4.9352 -2.6204 0.013 0.018 -0.002
C 4.7352 4.0121 -2.4870 0.031 0.008 -0.024
C 3.1432 3.1393 -4.1897 -0.016 0.016 -0.037
H 1.5833 -4.6352 -5.3114 -0.007 -0.006 -0.005
H 0.7690 -4.8657 -3.7633 -0.003 0.007 0.009
H 2.3001 -3.9792 -3.8372 0.001 0.008 -0.003
H 1.5276 -2.4056 -6.4788 -0.001 -0.003 -0.003
H 2.4342 -1.7903 -5.1107 -0.004 0.001 0.010
H 0.9530 -0.9675 -5.6408 -0.010 -0.004 -0.001
H -0.5437 -3.5520 -6.2913 0.006 -0.006 0.000
H -1.3502 -2.2578 -5.4059 0.011 0.010 0.002
H -1.3270 -3.9071 -4.7644 -0.003 0.006 0.010
H -1.2548 -3.5682 -2.6512 0.005 -0.013 0.014
H -1.5290 -2.5746 -0.4408 0.042 -0.049 0.024
H 1.7944 -0.6659 -3.3968 0.013 -0.063 0.016
H 1.8559 1.3068 -3.1252 -0.024 0.061 0.003
H 3.5152 3.7263 -0.0134 -0.006 0.002 0.011
H 2.6458 2.0993 1.5975 -0.009 -0.009 -0.009
H 2.5102 5.3786 -1.6290 -0.003 -0.007 0.001
H 1.3502 4.7163 -2.7878 0.004 -0.008 -0.002
H 2.7207 5.6769 -3.3554 0.007 0.009 0.000
H 4.8752 4.4870 -1.5162 -0.005 -0.011 0.006
H 5.0921 4.7123 -3.2427 -0.006 0.005 -0.004
H 5.3662 3.1228 -2.5282 -0.009 -0.009 -0.002
H 2.1031 2.9853 -4.4841 -0.005 -0.004 0.013
H 3.6886 2.2028 -4.3252 0.016 0.001 0.011
H 3.5662 3.8682 -4.8805 0.000 0.006 -0.001
N -0.5447 -0.1058 3.2850 -0.049 -0.106 -0.145
C -0.7095 1.3819 3.3269 -0.288 -0.235 0.083
C -1.5196 1.8177 4.5602 -0.114 0.278 -0.146
C -3.0121 1.3729 4.6428 0.081 0.173 -0.349
C -4.0238 2.4928 4.9802 0.351 -0.092 0.385
N -4.2395 3.4521 3.9003 0.452 -0.221 -0.613
C -5.3137 3.4837 3.1114 -0.189 -0.067 0.188
N -5.1886 3.9249 1.8637 0.433 -0.112 -0.019
N -6.5098 3.0938 3.5687 0.143 0.115 -0.038
C -1.2421 1.8789 1.9674 -0.276 0.910 0.347
O -1.5963 3.0502 1.8795 -0.427 -0.204 0.401
O -1.2620 1.0520 0.9951 0.531 -0.616 -0.366
H -1.3976 -0.5616 3.6037 -0.006 0.064 0.047
H 0.1865 -0.3854 3.9326 0.035 -0.056 -0.033
H 0.2959 1.8009 3.4027 -0.008 -0.008 0.053
H -1.4373 2.9049 4.6214 -0.039 0.004 -0.068
H -0.9889 1.4419 5.4368 -0.009 0.032 0.057
H -3.1135 0.6221 5.4270 -0.064 -0.016 -0.012
H -3.3304 0.8952 3.7085 0.005 0.022 -0.011
H -3.6690 3.0457 5.8509 -0.036 -0.010 0.031
H -4.9843 2.0589 5.2502 0.085 -0.117 -0.003
H -3.3908 3.7737 3.4391 0.034 -0.035 0.081
H -4.2617 3.9342 1.4444 -0.310 0.086 -0.010
H -5.9945 4.0701 1.2811 0.046 0.069 -0.074
H -6.6766 3.0389 4.5587 -0.012 0.033 0.011
H -7.3223 3.1712 2.9813 -0.021 -0.052 -0.033
N -1.3603 -6.5922 2.4403 0.029 -0.028 0.002
C -0.8128 -5.6969 3.2910 0.026 0.033 0.035
O -1.0649 -5.6199 4.4717 -0.052 0.016 -0.017
C 0.1533 -4.7047 2.6832 0.016 -0.078 0.000
C 1.5263 -4.9142 2.7095 -0.031 0.015 -0.045
C 2.3621 -3.9071 2.2564 -0.045 0.035 -0.006
C 1.8074 -2.7162 1.8274 0.033 -0.018 -0.007
N 0.4797 -2.5053 1.8230 0.624 -0.148 -0.093
C -0.3311 -3.4965 2.2224 -0.039 0.132 0.056
H -1.9548 -7.3096 2.8264 0.006 -0.001 -0.003
H -1.0133 -6.7080 1.5048 -0.011 0.000 -0.008
H 1.9320 -5.8439 3.0873 -0.006 -0.006 0.000
H 3.4360 -4.0253 2.2496 -0.001 -0.007 0.003
H 2.4200 -1.8930 1.4854 -0.020 0.028 -0.022
H -1.3925 -3.2868 2.2022 -0.004 -0.015 -0.006
```
Positions in Å, forces in eV/Å.


Calculated HOMO-LUMO gap in order - 6.90 8.78 eV